(1)
DFT (ωB97M-V/def2-TZVPD) results for a molecular structure, C30H34NO2PtS3.

Positions of all 71 atoms, in Å:
Pt 1.230 -0.589 -1.799
S 0.473 -0.647 -3.935
S -1.993 1.161 0.638
S -0.473 -3.283 -0.849
O -0.792 0.482 0.044
O 0.703 -2.633 -1.579
N 1.959 1.235 -1.820
C 0.010 2.480 -2.595
C 2.524 1.194 -0.569
C -0.272 -3.097 0.901
C -3.079 -2.394 -0.301
C -0.091 -2.953 3.645
C -1.858 -2.177 -1.196
C -0.495 1.192 2.870
C -0.827 -4.110 1.676
C -1.795 1.023 2.417
C 1.374 2.412 -2.317
C 0.495 -1.971 2.857
C 3.562 -0.237 1.108
C 1.556 0.415 -4.905
C -0.235 1.174 4.232
C 3.149 -0.019 -0.216
C 2.179 3.520 -2.582
C 2.369 2.202 0.411
C -0.752 -4.023 3.058
C -1.272 0.986 5.135
C 2.852 1.990 1.676
C -3.391 0.039 0.405
C 1.625 4.667 -3.128
C -2.571 0.821 4.675
C 3.429 0.759 2.044
C 0.271 4.722 -3.433
C 0.398 -2.029 1.476
C -2.840 0.845 3.314
C -3.158 -1.406 0.864
C -0.532 3.624 -3.165
C 1.050 -2.240 -4.551
H -2.253 -1.464 1.471
H -3.980 -1.709 1.515
H 0.544 -3.020 -3.991
H -1.188 -4.799 3.671
H -3.860 0.722 2.976
H 4.043 -1.172 1.367
H -1.302 -4.962 1.205
H -0.153 5.615 -3.872
H 2.261 5.518 -3.331
H -3.976 -2.300 -0.916
H -3.381 0.675 5.376
H 0.779 1.307 4.587
H 1.021 -1.146 3.316
H 3.796 0.613 3.052
H 1.351 1.447 -4.636
H 1.871 3.125 0.150
H 0.822 -1.241 0.873
H -3.099 -3.416 0.086
H -1.070 0.973 6.198
H 2.125 -2.328 -4.415
H -4.243 0.511 0.894
H 3.240 3.466 -2.374
H -0.019 -2.892 4.723
H -1.591 3.661 -3.384
H -2.078 -2.384 -2.245
H 3.454 -0.713 -0.999
H 2.596 0.170 -4.706
H 1.307 0.251 -5.952
H 0.786 -2.302 -5.605
H -3.587 0.104 -0.668
H 0.307 1.315 2.154
H -1.446 -1.168 -1.103
H 2.759 2.775 2.417
H -0.618 1.634 -2.340

* HOMO-LUMO gap: 7.0 eV
* energy relative to the best compared isomer or geometry (same formula, charge and spin): 0.000 eV
* total charge: +1
* E: -2682.4331 a.u.



(2)
DFT (ωB97M-V/def2-TZVPD) results for a molecular structure, C13H24BNaO11.

Positions of all 50 atoms, in Å:
Na 2.769 6.186 -5.821
O -4.434 0.489 -5.984
O -1.272 0.663 -4.508
O 0.911 4.541 -5.204
O 3.009 4.633 -7.674
O 1.834 8.487 -6.305
O -0.794 4.892 -2.803
O 4.472 5.764 -4.235
O -0.396 2.720 -5.508
O -2.471 -1.302 -4.847
O -2.757 1.976 -5.654
O -1.693 2.853 -3.549
C 0.036 8.736 -4.799
C 0.949 9.494 -5.755
C -3.314 0.802 -5.574
C 1.731 10.589 -5.113
C 4.371 6.069 -2.835
C 1.211 5.841 -8.501
C 2.067 4.516 -8.615
C 2.699 4.373 -9.945
C 4.858 7.483 -2.588
C -0.872 3.926 -3.575
C -2.288 -0.072 -4.884
C 2.858 5.982 -2.517
C -0.014 3.818 -4.874
B -1.511 2.104 -4.839
H 1.466 3.613 -8.504
H 1.806 6.746 -8.618
H 3.392 5.202 -10.085
H 3.240 3.443 -10.118
H 3.737 4.007 -7.699
H 4.999 5.313 -2.364
H -0.489 7.955 -5.348
H 2.808 6.069 -1.431
H 5.929 7.678 -2.650
H -0.663 9.480 -4.415
H 4.534 7.828 -1.606
H 5.431 5.774 -4.276
H 0.548 8.282 -3.950
H 2.228 10.213 -4.218
H 0.339 9.878 -6.573
H 0.414 5.953 -9.236
H 4.377 8.105 -3.342
H 2.436 5.065 -2.928
H 1.925 4.248 -10.702
H 2.493 11.008 -5.771
H 0.650 5.969 -7.575
H 2.179 6.749 -2.889
H 1.102 11.428 -4.813
H 2.231 8.869 -7.092

* HOMO-LUMO gap (spin up / spin down): 8.6 / 4.6 eV
* total charge: +1
* 2S+1: 2
* E: -1524.4660 a.u.



(3)
DFT (ωB97M-V/def2-TZVPD) results for 2 unconnected molecules or ions with the total composition C4H12NOP.

Positions of all 19 atoms, in Å:
P 1.591 0.841 -0.738
O 1.974 1.530 0.698
N 2.347 -0.729 -0.599
C -1.442 1.261 0.422
C -2.514 -0.716 -0.832
C 2.705 -1.354 0.663
C -2.749 0.668 -0.092
H -3.346 -1.117 -1.369
H -2.154 -1.460 -0.042
H 2.906 -0.834 -1.419
H 3.760 -1.699 0.506
H 1.960 -2.063 0.731
H -1.861 -0.492 -1.536
H 2.663 -0.670 1.517
H -1.312 2.364 0.215
H -0.808 0.674 1.187
H -3.142 1.381 -0.950
H 2.880 1.784 0.874
H -3.458 0.631 0.765

* HOMO-LUMO gap (spin up / spin down): 8.1 / 7.6 eV
* energy relative to the best compared isomer or geometry (same formula, charge and spin): 5.513 eV
* E: -630.8180 a.u.



(4)
DFT (ωB97M-V/def2-TZVPD) results for 11 unconnected molecules or ions with the total composition C36H75N7O16S.

Positions of all 135 atoms, in Å:
S -0.125 0.912 -6.705
O 5.613 -1.443 -1.203
O 3.141 -1.424 5.774
O -4.604 -3.047 -1.895
O 2.175 -5.192 2.982
O -0.372 -0.542 2.366
O 4.339 -2.842 -0.056
O 1.474 4.599 1.506
O 0.326 1.404 -8.031
O -1.093 -0.212 -6.620
O 0.439 -0.404 -2.480
O -7.256 1.046 -0.880
O -0.639 2.145 -5.702
O 2.760 3.060 -4.385
O -6.800 -0.441 -2.389
O 2.991 3.064 0.940
O -3.125 5.156 2.904
N 3.833 2.605 -2.376
N -2.809 -4.036 -2.909
N -1.629 0.883 3.576
N 0.096 -5.390 1.961
N 0.575 -0.194 -0.207
N 2.926 -2.670 3.953
N -2.025 3.498 1.940
C 2.887 -3.796 6.029
C 0.014 -0.636 -1.349
C 2.868 -3.582 -1.757
C 3.136 -1.644 2.967
C 3.178 -3.591 -0.242
C -1.212 -1.477 -1.163
C -2.645 -5.036 -1.862
C -0.170 -4.063 1.451
C 1.750 4.711 3.846
C 1.296 0.280 -5.669
C -5.011 0.753 -1.077
C -3.863 -3.202 -2.904
C 0.661 0.883 3.932
C -4.192 -2.293 -4.032
C -2.893 0.438 3.046
C -6.421 0.386 -1.567
C 0.998 -7.230 3.233
C -1.334 2.818 0.781
C 3.568 -2.326 -2.212
C -2.524 4.734 1.930
C 4.669 1.574 -2.970
C -1.306 1.817 -4.445
C 1.083 5.355 2.683
C -0.506 0.315 3.223
C 1.645 0.771 -0.161
C 4.644 -2.175 -1.163
C -6.616 1.842 0.119
C 2.424 4.498 -2.523
C 1.140 -5.861 2.662
C 3.056 3.316 -3.214
C -0.965 2.840 -3.427
C 2.546 3.836 1.795
C 2.993 -2.503 5.220
C -5.322 1.269 0.356
C 2.924 3.996 3.288
C -2.572 5.581 0.698
H -1.204 -1.902 -0.160
H -4.635 -2.763 -4.910
H 1.476 4.620 -3.046
H 2.352 4.407 -1.439
H -2.154 -3.959 -3.674
H -4.234 -0.011 -1.067
H -3.237 -1.933 -4.413
H 2.019 5.385 4.660
H 0.193 -3.842 0.448
H -2.256 2.972 2.770
H -0.625 -6.036 1.673
H -2.770 -0.207 2.176
H -3.417 1.355 2.777
H -1.232 -3.817 1.460
H 3.360 -4.455 -2.187
H 3.594 -0.726 3.336
H -3.629 -5.378 -1.541
H 3.270 -4.614 0.123
H 3.962 -1.888 2.299
H 0.368 1.332 4.881
H -2.183 -4.629 -0.963
H -7.240 1.808 1.011
H -4.583 1.952 0.773
H 0.128 -0.461 0.658
H -1.892 1.912 0.543
H -0.003 5.358 2.782
H 0.272 -3.360 2.157
H -2.935 5.039 -0.175
H 1.072 3.992 4.305
H -1.065 -2.319 -1.839
H 2.121 -4.452 5.614
H 2.604 -3.507 7.041
H -3.177 6.458 0.925
H -1.159 3.373 -0.140
H 0.955 1.745 3.333
H -1.054 0.811 -4.109
H 2.683 -3.581 3.590
H -1.243 3.874 -3.630
H -1.608 6.000 0.410
H 0.119 2.808 -3.320
H 1.225 1.754 -0.375
H 3.811 -4.373 6.011
H 2.459 0.613 -0.869
H 1.828 -0.443 -6.287
H -2.166 -5.948 -2.217
H 0.118 -7.767 2.879
H 1.861 -7.682 2.745
H 1.937 1.106 -5.362
H -6.534 2.917 -0.040
H 2.388 -3.150 0.366
H 1.482 6.368 2.617
H -3.378 -0.086 3.870
H 3.151 3.002 3.673
H 3.783 2.703 -1.372
H 5.002 1.796 -3.984
H 2.891 5.454 -2.763
H 5.552 1.556 -2.331
H 2.980 -1.410 -2.143
H 1.097 -7.148 4.316
H -4.770 1.595 -1.727
H -1.748 1.422 4.422
H -2.394 1.797 -4.514
H -1.283 2.390 -2.487
H 2.267 -1.416 2.350
H 3.782 4.667 3.338
H 4.131 0.626 -2.981
H 4.020 -2.362 -3.204
H -5.489 0.415 1.013
H 0.886 -0.229 -4.797
H -0.330 2.507 1.070
H -4.770 -1.413 -3.750
H 2.044 0.799 0.852
H 1.796 -3.676 -1.935
H 1.419 0.169 4.252
H -2.198 -1.051 -1.349

* HOMO-LUMO gap: 9.2 eV
* SMILES string: CCOS(C)(=O)=O.O=C1CCCO1.O=C1CCCO1.O=C1CCCO1.CNC(C)=O.CNC(C)=O.CNC(C)=O.CNC(C)=O.CNC(C)=O.CNC(C)=O.CNC(C)=O
* E: -3402.0873 a.u.



(5)
DFT (ωB97M-V/def2-TZVPD) results for a molecular structure, C24H37Br2N5O8Sr.

Positions of all 77 atoms, in Å:
Sr -26.646 23.956 14.087
Br -23.613 21.502 3.619
Br -21.756 20.562 0.655
O -18.265 13.721 15.641
O -19.658 15.327 16.133
O -28.250 19.196 17.000
O -24.297 21.395 10.774
O -20.865 23.311 20.041
O -17.124 24.270 9.288
O -22.881 23.047 19.408
O -15.922 23.228 7.947
N -22.070 23.192 20.302
N -25.096 26.198 7.739
N -19.452 14.139 15.887
N -16.282 23.428 9.077
N -28.667 18.870 10.567
C -22.068 23.972 24.026
C -16.333 22.557 11.481
C -28.819 18.683 19.285
C -14.780 20.903 12.172
C -22.950 12.519 15.642
C -15.817 21.751 12.496
C -20.917 21.148 2.446
C -21.244 10.851 15.799
C -20.544 13.133 15.812
C -27.885 18.540 18.096
C -22.503 23.288 21.738
C -23.741 22.729 22.114
C -21.792 22.081 3.221
C -15.781 22.517 10.168
C -22.864 19.876 12.045
C -21.903 13.512 15.735
C -22.580 11.162 15.635
C -24.176 22.857 23.410
C -21.670 24.005 22.704
C -14.847 21.618 9.789
C -14.312 20.808 10.867
C -23.356 23.553 24.337
C -20.270 11.809 16.030
C -23.035 21.092 11.172
H -19.270 11.465 16.250
H -23.951 12.917 15.718
H -29.364 18.669 9.865
H -14.403 20.175 12.875
H -28.900 19.823 10.805
H -28.625 18.307 11.405
H -20.652 20.244 2.995
H -19.989 21.671 2.220
H -17.096 23.263 11.772
H -27.908 17.461 17.942
H -22.314 20.912 10.375
H -22.741 21.956 11.769
H -21.009 9.799 15.863
H -21.559 24.565 24.772
H -20.849 24.643 22.413
H -21.360 22.192 4.216
H -13.485 20.129 10.718
H -14.408 21.518 8.808
H -24.455 26.465 7.006
H -24.395 22.341 21.347
H -29.818 18.456 18.912
H -26.017 26.438 7.400
H -24.820 25.295 8.097
H -16.180 21.923 13.498
H -23.307 20.100 13.016
H -26.835 18.745 18.303
H -28.928 19.694 19.676
H -28.557 17.973 20.070
H -23.334 10.395 15.724
H -21.836 19.586 12.262
H -27.831 18.970 10.009
H -25.058 22.383 23.815
H -23.756 23.619 25.339
H -23.450 19.058 11.627
H -21.871 23.054 2.737
H -25.052 26.664 8.634
H -22.065 14.578 15.797

* HOMO-LUMO gap: 2.2 eV
* energy relative to the best compared isomer or geometry (same formula, charge and spin): 13.110 eV
* total charge: +2
* E: -6989.8580 a.u.